{"formula": "C19H29F3IN4O2SY", "method": "ωB97M-V with the def2-TZVPD basis set", "elements": ["Y", "N", "C", "C", "N", "C", "C", "N", "H", "H", "H", "H", "H", "H", "H", "H", "H", "H", "H", "H", "H", "O", "S", "C", "C", "C", "C", "H", "H", "H", "H", "H", "H", "H", "H", "N", "C", "O", "C", "I", "H", "H", "H", "H", "F", "C", "F", "F", "C", "C", "C", "C", "C", "C", "C", "C", "H", "H", "H", "H"], "positions_angstrom": [[-0.691, -0.190, -1.417], [-0.627, -2.627, -0.623], [-1.812, -3.367, -1.110], [-3.054, -2.672, -0.617], [-3.094, -1.238, -1.004], [-4.059, -0.895, -2.082], [-3.360, -0.532, -3.367], [-2.446, 0.608, -3.101], [0.228, -3.097, -0.901], [-0.624, -2.637, 0.394], [-1.817, -4.402, -0.772], [-1.793, -3.386, -2.202], [-3.081, -2.725, 0.473], [-3.939, -3.196, -0.978], [-3.368, -0.723, -0.176], [-4.656, -0.043, -1.748], [-4.758, -1.713, -2.257], [-4.094, -0.295, -4.136], [-2.763, -1.368, -3.734], [-3.008, 1.398, -2.794], [-2.001, 0.917, -3.959], [1.673, -0.418, -1.132], [2.465, 0.053, 0.120], [4.188, -0.055, -0.373], [4.520, 1.243, -1.100], [3.882, 2.331, -0.240], [2.454, 1.866, 0.056], [4.293, -0.978, -0.942], [4.751, -0.153, 0.559], [4.081, 1.237, -2.101], [5.594, 1.372, -1.208], [3.872, 3.304, -0.727], [4.439, 2.444, 0.692], [1.771, 2.078, -0.767], [2.019, 2.242, 0.980], [2.114, 1.695, -4.586], [1.400, 0.716, -4.038], [0.429, 0.955, -3.310], [1.871, -0.692, -4.338], [0.358, -2.124, -3.972], [1.851, 2.655, -4.419], [2.856, 1.511, -5.241], [2.693, -0.943, -3.674], [2.174, -0.809, -5.373], [0.589, 0.704, 8.082], [-0.629, 0.922, 7.582], [-1.456, 0.008, 8.101], [-1.039, 2.122, 8.007], [-0.640, 0.847, 6.072], [0.471, 0.402, 5.377], [0.426, 0.316, 3.995], [-0.731, 0.680, 3.307], [-1.847, 1.132, 4.019], [-1.799, 1.214, 5.397], [-0.765, 0.605, 1.870], [-0.766, 0.610, 0.641], [1.367, 0.124, 5.914], [1.290, -0.034, 3.442], [-2.742, 1.428, 3.484], [-2.657, 1.570, 5.954]], "homo_lumo_gap_ev": 7.909, "energy_ev": -58350.6252, "max_force_ev_per_a": 1.7, "total_charge": 2}